ORCA calculation (the ωB97M-V functional and the def2-TZVPD basis) on an isolated molecule of C5H10O2 in a non-equilibrium geometry.

CARTESIAN COORDINATES (ANGSTROEM)
O 2.822 -0.414 1.197
C 1.536 -0.510 0.739
C 0.679 0.472 1.071
C -0.425 1.170 0.302
C -1.776 0.511 0.059
O -1.608 -0.794 -0.442
C -0.594 -0.924 -1.415
H 3.312 -1.205 0.955
H 0.446 -0.619 -1.084
H 1.316 -1.454 0.253
H 1.035 1.014 1.939
H -0.589 2.147 0.768
H -0.028 1.383 -0.699
H -2.338 1.152 -0.649
H -2.386 0.427 0.966
H -0.845 -0.365 -2.330
H -0.556 -1.994 -1.629

Computed properties:
Kohn-Sham gap = 9.19 eV
structure (SMILES) = COCC/C=C/O
E_LUMO = 0.758 eV
highest occupied orbital energy = -8.43 eV
max |F| = 1.594 eV/Å